Here is a 2-piece molecular cluster, CH3NOSi overall at a distorted geometry from OMol25. Energies are from the ωB97M-V functional and the def2-TZVPD basis.

F_max: 3.0 eV Å⁻¹
net charge: 0
spin multiplicity: 1
LUMO level: -0.51 eV
HOMO energy: -9.727 eV
frontier orbital gap: 9.2 eV

Each atom is followed by the atoms it is bonded to, with distances in Å.
Positions of all 7 atoms, in Å:
1 C -0.05 -0.76 -2.48  O3 1.130
2 N -0.76 0.12 0.02  Si4 1.640, H5 0.992
3 O 0.77 -0.04 -2.78  C1 1.130
4 Si 0.18 0.28 1.35  N2 1.640, H6 1.451, H7 1.568
5 H -1.75 0.23 0.00  N2 0.992
6 H -0.11 -0.21 2.69  Si4 1.451
7 H 1.73 0.39 1.19  Si4 1.568